Entry 1:
This record from the OMol25 dataset describes C28H34CaI2N3OSSe2 as an isolated structure. The level of theory is ωB97M-V with the def2-TZVPD basis set.

Summary:
Kohn-Sham gap	7.502	eV
total charge	+1
LUMO energy	-2.9	eV
multiplicity	1
highest occupied orbital energy	-0.38044	Eh

XYZ file:
```
72
Properties=species:S:1:pos:R:3:forces:R:3
Ca 0.5617 0.5354 1.0337 -0.9 -0.9 -0.4
I 1.8368 -2.6689 2.4412 0.0 0.2 -0.1
C 1.2840 -3.6858 0.6556 0.0 0.1 0.1
I -0.7588 -3.4068 0.1799 -0.2 0.0 0.4
H 1.4561 -4.7423 0.8121 0.0 0.0 0.0
H 1.8835 -3.2910 -0.1565 0.0 0.0 0.0
C -2.8675 3.3139 -0.5775 0.1 0.0 0.2
Se -1.5950 1.9014 -0.9925 0.2 -0.1 -0.1
C -2.8702 0.4415 -1.2354 0.0 0.1 0.0
C -3.7933 0.2437 -0.0548 0.0 -0.1 0.1
Se -2.8246 -0.2002 1.5871 -0.2 -0.2 -0.1
C -3.6708 -1.9247 1.9025 0.0 0.1 0.0
H -3.6447 3.3020 -1.3367 0.0 0.0 0.0
H -2.3193 4.2502 -0.6342 0.0 0.0 0.0
H -3.2783 3.1960 0.4214 0.0 0.0 0.0
H -2.2579 -0.4412 -1.4201 0.0 0.0 0.0
H -3.4418 0.6606 -2.1377 0.0 0.0 0.0
H -4.4790 -0.5814 -0.2481 0.0 0.0 0.0
H -4.3840 1.1344 0.1439 0.0 0.0 0.0
H -4.7246 -1.7684 2.1129 0.0 0.0 0.0
H -3.1885 -2.3711 2.7686 0.0 0.0 0.0
H -3.5478 -2.5725 1.0378 0.0 0.0 0.0
C 0.8112 -3.9190 -5.4871 0.0 0.0 0.0
C 0.5458 -3.4246 -4.0642 0.0 0.0 0.0
C -0.8828 -2.8638 -4.0094 0.0 0.0 0.0
C 0.6678 -4.6211 -3.1097 0.0 0.0 0.0
C 1.5408 -2.3468 -3.6270 0.0 0.0 0.0
C 2.6779 -2.0385 -4.3875 0.1 0.0 0.0
C 3.5964 -1.0866 -3.9828 0.0 0.0 0.0
C 3.3676 -0.4129 -2.7925 0.0 0.0 0.0
S 4.2983 0.8372 -2.0415 -0.1 0.0 0.1
C 3.1275 0.9374 -0.7563 0.1 0.0 -0.1
N 2.1248 0.0987 -0.8745 -0.1 0.1 0.3
C 2.2369 -0.6843 -2.0209 0.0 0.0 0.0
C 1.3361 -1.6620 -2.4355 -0.1 0.1 0.0
C 3.2865 1.9187 0.3352 0.1 0.2 0.1
C 4.4053 2.7612 0.3364 0.0 -0.1 -0.1
C 4.5553 3.7151 1.3245 0.0 0.0 0.0
C 3.5860 3.8289 2.3125 0.0 0.0 0.0
C 2.4865 2.9798 2.3036 0.1 0.0 0.0
C 2.2878 1.9952 1.3264 0.6 0.5 0.1
H 0.0547 -4.6573 -5.7567 0.0 0.0 0.0
H 1.7865 -4.4018 -5.5715 0.0 0.0 0.0
H 0.7579 -3.1066 -6.2152 0.0 0.0 0.0
H -1.5968 -3.6161 -4.3509 0.0 0.0 0.0
H -0.9756 -1.9862 -4.6529 0.0 0.0 0.0
H -1.1650 -2.5760 -2.9942 0.0 0.0 0.0
H 0.0314 -5.4434 -3.4446 0.0 0.0 0.0
H 0.3586 -4.3526 -2.0976 0.1 -0.1 -0.2
H 1.6983 -4.9811 -3.0743 0.0 0.0 0.0
H 2.8600 -2.5506 -5.3213 0.0 0.0 0.0
H 4.4685 -0.8694 -4.5862 0.0 0.0 0.0
H 0.4645 -1.8624 -1.8200 0.1 0.0 -0.1
H 5.1663 2.6740 -0.4320 0.0 0.0 0.0
H 5.4199 4.3660 1.3216 0.0 0.0 0.0
H 3.6927 4.5809 3.0860 0.0 0.0 0.0
H 1.7560 3.1011 3.1006 0.0 0.0 0.0
N -3.4573 4.3895 4.9301 0.0 -0.1 0.0
C -2.9566 3.6537 3.9147 0.0 0.0 0.1
O -3.3690 3.7395 2.7729 0.0 0.0 0.0
C -1.8333 2.7013 4.2418 0.0 0.0 0.0
C -1.3229 2.4143 5.4984 0.0 0.0 0.0
C -0.2867 1.4978 5.6145 0.0 0.0 0.1
C 0.2012 0.8908 4.4740 -0.1 0.0 -0.1
N -0.2915 1.1481 3.2562 0.0 0.1 0.2
C -1.2754 2.0409 3.1596 0.1 0.1 0.0
H -4.2306 5.0029 4.7352 0.0 0.0 0.0
H -3.1693 4.2740 5.8832 0.0 0.0 0.0
H -1.7076 2.8845 6.3946 0.0 0.0 0.0
H 0.1390 1.2612 6.5792 0.0 0.0 0.0
H 1.0139 0.1770 4.5295 0.0 0.0 0.0
H -1.6631 2.2685 2.1725 0.1 0.0 0.0
```
Forces are in eV/Å.



Entry 2:
This record from the OMol25 dataset describes C43H48BIrN7OSb2 as an isolated structure. The level of theory is ωB97M-V with the def2-TZVPD basis set.

Summary:
expectation value of S²	0.75
energy above the lowest of the compared OMol25 structures with the same formula, charge and spin	0.0	kJ/mol
Kohn-Sham gap (spin up / spin down)	6.992 / 6.082	eV
total charge	+2
LUMO energy (spin up / spin down)	-6.3 / -7.4	eV
multiplicity	2
highest occupied orbital energy (spin up / spin down)	-0.48764 / -0.49713	Eh

XYZ file:
```
103
Properties=species:S:1:pos:R:3:forces:R:3
Ir -0.0603 -1.6272 0.4313 0.6 0.4 0.4
C 3.5619 -0.6944 0.5686 -0.2 0.0 0.0
C 3.0169 -1.9815 0.0632 0.0 0.1 0.1
C 3.7654 -2.9502 -0.5789 0.0 -0.1 0.0
C 2.9421 -4.0586 -0.7266 0.0 0.0 0.1
C 3.2330 -5.3679 -1.3700 0.0 0.0 0.0
N 1.7604 -3.7530 -0.1898 -0.2 0.0 0.2
N 1.7728 -2.4698 0.2843 0.0 0.1 -0.8
B 0.5398 -4.6402 0.1790 0.0 0.2 0.0
N 0.0999 -4.2549 1.6120 0.0 0.0 0.0
N -0.1406 -2.9586 1.9763 0.0 -0.1 0.0
C -0.3598 -2.9302 3.2918 0.1 0.0 -0.1
C -0.6160 -1.6748 4.0484 -0.1 0.0 0.0
C -0.2761 -4.2300 3.7868 0.0 -0.1 0.0
C 0.0192 -5.0382 2.7065 0.0 0.0 0.0
C 0.2319 -6.5111 2.6695 0.0 0.0 0.0
N -0.5580 -4.2474 -0.8240 -0.1 -0.2 0.5
N -1.1749 -3.0628 -0.5870 0.1 0.1 -0.6
C -2.1467 -2.9391 -1.5230 0.0 0.0 0.1
C -3.1249 -1.8187 -1.5928 0.0 0.1 0.0
C -2.1328 -4.0559 -2.3370 0.0 -0.1 0.0
C -1.1038 -4.8672 -1.8707 -0.1 0.0 0.0
C -0.6138 -6.1720 -2.3913 0.0 0.0 0.0
H 4.6404 -0.6925 0.4276 0.0 0.0 0.0
H 3.3550 -0.5863 1.6360 0.0 0.0 0.0
H 3.1639 0.1665 0.0449 0.1 0.0 0.0
H 4.8023 -2.8732 -0.8568 0.0 0.0 0.0
H 4.2881 -5.6113 -1.2667 0.0 0.0 0.0
H 3.0082 -5.3096 -2.4364 0.0 0.0 0.0
H 2.6415 -6.1724 -0.9405 0.0 0.0 0.0
H 0.7931 -5.7973 0.1448 0.1 0.0 -0.1
H -0.1576 -0.8216 3.5503 0.0 0.0 0.0
H -0.1935 -1.7498 5.0485 0.0 0.0 0.0
H -1.6856 -1.4843 4.1542 0.0 0.0 0.0
H -0.4048 -4.5421 4.8086 0.0 0.0 0.0
H 0.0489 -6.9280 3.6567 0.0 0.0 0.0
H 1.2537 -6.7561 2.3796 0.0 0.0 0.0
H -0.4435 -6.9922 1.9628 0.0 0.0 0.0
H -2.6740 -0.9092 -1.9885 0.0 0.0 0.0
H -3.5517 -1.6099 -0.6100 0.0 0.0 0.0
H -3.9399 -2.0988 -2.2562 0.0 0.0 0.0
H -2.8108 -4.2708 -3.1445 0.0 0.0 0.0
H -1.4070 -6.6772 -2.9372 0.0 0.0 0.0
H -0.2694 -6.8223 -1.5902 0.0 0.0 0.0
H 0.2160 -6.0120 -3.0818 0.0 0.0 0.0
C -2.8815 1.5084 -0.2274 0.0 -0.1 0.1
C -2.6954 1.7598 1.2580 0.0 0.0 0.1
C -1.5974 0.8927 1.8519 0.2 0.4 -0.9
Sb 0.5914 0.8694 1.3026 -0.3 -0.4 0.6
C 1.8096 2.1082 0.0056 -0.4 0.2 -0.1
C 2.0734 1.7997 -1.3341 -0.1 0.0 0.0
C 2.9539 2.5751 -2.0711 0.0 0.0 0.0
C 3.5808 3.6683 -1.4868 0.0 0.0 0.0
C 3.3275 3.9755 -0.1605 0.0 0.0 0.0
C 2.4429 3.2047 0.5862 0.0 -0.1 0.0
C 0.9852 2.0232 3.0461 0.4 -0.5 0.2
C 0.0929 3.0160 3.4379 0.0 0.1 -0.1
C 0.3776 3.8084 4.5414 0.0 0.0 0.0
C 1.5434 3.6041 5.2658 0.0 0.0 0.0
C 2.4321 2.6091 4.8846 0.0 0.0 0.0
C 2.1556 1.8233 3.7750 0.0 0.0 0.0
Sb -1.1919 2.3137 -1.2292 -0.3 0.5 -0.3
C -1.6309 2.2630 -3.2793 0.1 -0.2 0.0
C -0.6016 2.3714 -4.2094 0.0 0.0 0.0
C -0.8943 2.3232 -5.5636 0.0 0.0 0.0
C -2.2072 2.1616 -5.9833 0.0 0.0 0.0
C -3.2323 2.0497 -5.0547 0.0 0.0 0.0
C -2.9489 2.0924 -3.6974 0.0 0.0 0.0
C -1.4404 4.3360 -0.6188 0.1 0.0 0.0
C -0.4578 5.0794 0.0180 0.0 0.0 0.0
C -0.7317 6.3820 0.4164 0.0 0.0 0.0
C -1.9806 6.9339 0.1771 0.0 0.0 0.0
C -2.9597 6.1914 -0.4700 0.0 0.0 0.0
C -2.6929 4.8917 -0.8721 0.0 0.0 0.0
H -3.7740 1.9826 -0.6374 0.0 0.1 0.0
H -2.9293 0.4433 -0.4300 0.0 0.0 -0.1
H -3.6281 1.5230 1.7811 0.0 0.0 0.0
H -2.5091 2.8201 1.4490 0.0 0.0 0.0
H -1.8350 -0.1679 1.6937 -0.1 0.0 0.1
H -1.4510 1.0818 2.9116 -0.1 -0.2 0.1
H 1.6110 0.9428 -1.7982 0.0 0.0 0.0
H 3.1564 2.3197 -3.1033 0.0 0.0 0.0
H 4.2673 4.2737 -2.0628 0.0 0.0 0.0
H 3.8153 4.8223 0.3040 0.0 0.0 0.0
H 2.2615 3.4703 1.6182 0.0 0.0 0.0
H -0.8195 3.2031 2.8845 0.0 0.0 0.0
H -0.3162 4.5845 4.8359 0.0 0.0 0.0
H 1.7588 4.2207 6.1277 0.0 0.0 0.0
H 3.3401 2.4456 5.4491 0.0 0.0 0.0
H 2.8639 1.0554 3.4845 0.0 0.0 0.0
H 0.4256 2.4984 -3.8875 0.0 0.0 0.0
H -0.0987 2.4124 -6.2905 0.0 0.0 0.0
H -2.4335 2.1223 -7.0401 0.0 0.0 0.0
H -4.2548 1.9267 -5.3854 0.0 0.0 0.0
H -3.7608 2.0022 -2.9855 0.0 0.0 0.0
H 0.5215 4.6604 0.2004 0.0 0.0 0.0
H 0.0348 6.9655 0.9086 0.0 0.0 0.0
H -2.1921 7.9484 0.4865 0.0 0.0 0.0
H -3.9308 6.6252 -0.6661 0.0 0.0 0.0
H -3.4644 4.3324 -1.3906 0.0 0.0 0.0
O 0.0936 -1.1140 -3.4831 -0.1 0.0 0.0
C -0.0655 -0.7915 -2.3749 0.1 0.0 -0.1
N -0.2176 -0.3902 -1.2401 -0.1 -0.1 0.2
```
Forces are in eV/Å.



Entry 3:
This record from the OMol25 dataset describes a 2-piece molecular cluster, C33H33F3N2P overall. The level of theory is ωB97M-V with the def2-TZVPD basis set.

Summary:
Kohn-Sham gap	7.203	eV
total charge	+1
LUMO energy	-4.3	eV
multiplicity	1
highest occupied orbital energy	-0.42447	Eh

XYZ file:
```
72
Properties=species:S:1:pos:R:3:forces:R:3
C 0.6705 -6.8967 1.9389 0.1 -0.3 0.1
C 0.3422 -5.4804 1.5699 0.0 0.3 0.0
C -0.5625 -4.7473 2.3391 0.1 0.1 -0.2
C -0.9140 -3.4385 2.0180 0.1 0.1 0.0
C -1.8989 -2.7145 2.8796 -0.4 -0.1 0.4
C -0.3295 -2.8344 0.8983 0.3 -1.1 -0.1
N -0.7406 -1.4906 0.5335 -0.6 1.3 1.0
P -0.2268 -0.1039 1.4085 -1.3 -0.4 -2.0
H 1.4185 0.4228 -0.9205 -1.2 -0.6 1.1
N -1.4951 0.7984 0.6857 0.4 -1.5 0.8
C -1.9459 2.0648 1.2320 -0.4 1.1 0.0
C -1.7201 3.2711 0.5526 0.0 -0.1 -0.1
C -0.9578 3.2858 -0.7291 0.2 0.2 -0.2
C -2.2311 4.4613 1.0705 0.0 -0.4 0.1
C -3.0063 4.4669 2.2272 0.1 -0.2 0.0
C -3.5874 5.7543 2.7330 -0.1 0.2 0.2
C -3.2327 3.2511 2.8811 0.2 0.2 -0.2
C -2.7097 2.0509 2.4028 0.1 -0.1 -0.2
C -2.9959 0.7676 3.1154 -0.4 -0.1 0.6
C -2.3553 0.0000 -0.0615 0.1 1.1 0.5
C -1.9451 -1.2770 -0.1336 0.9 -0.8 0.2
C 0.5661 -3.5587 0.0983 0.0 0.1 -0.1
C 1.1497 -2.9425 -1.1309 0.3 0.1 -0.3
C 0.9171 -4.8634 0.4572 -0.4 0.2 0.2
H 1.3782 -7.3301 1.2271 -0.1 0.0 0.1
H 1.1107 -6.9637 2.9418 -0.1 0.1 -0.2
H -0.2316 -7.5213 1.9509 0.2 0.2 -0.1
H -1.0114 -5.2078 3.2167 0.0 0.1 -0.1
H -2.4668 -1.9478 2.3479 0.1 -0.1 0.0
H -2.6261 -3.4346 3.2735 0.1 0.2 0.0
H -1.4081 -2.2498 3.7448 -0.1 0.0 -0.1
H -0.8562 4.3090 -1.1051 -0.1 -0.2 0.0
H 0.0528 2.8958 -0.5906 -0.1 0.0 0.0
H -1.4429 2.6853 -1.5074 0.1 0.1 0.1
H -2.0239 5.3979 0.5508 -0.1 -0.3 0.1
H -4.1798 5.5897 3.6369 0.1 0.1 -0.1
H -2.8011 6.4836 2.9667 -0.1 -0.2 0.0
H -4.2358 6.2179 1.9779 0.1 -0.1 0.1
H -3.8333 3.2378 3.7866 0.1 0.0 -0.1
H -3.5564 1.0024 4.0258 0.1 -0.2 -0.1
H -3.6239 0.0826 2.5285 0.2 0.1 0.0
H -2.0826 0.2406 3.4220 -0.2 0.1 -0.1
H -3.2966 0.4235 -0.3874 0.2 0.0 -0.2
H -2.4757 -2.1319 -0.5333 0.2 0.2 -0.2
H 1.7232 -3.6825 -1.6993 -0.2 0.2 0.1
H 0.3885 -2.5166 -1.7964 0.1 -0.1 0.1
H 1.8466 -2.1410 -0.8693 -0.1 -0.1 0.0
H 1.6440 -5.4073 -0.1466 -0.2 0.2 0.1
F -0.5103 2.9228 -4.5622 1.2 0.1 0.8
C 0.5387 3.0456 -3.6733 -0.7 -0.6 0.1
C 1.1123 4.2953 -3.4875 0.2 0.1 0.1
C 2.0791 4.3989 -2.4893 0.1 0.4 0.5
F 2.6145 5.6312 -2.2034 -0.5 -1.2 -0.4
C 2.4730 3.3138 -1.7047 0.5 -0.2 -0.5
C 1.9444 2.0486 -1.9853 -0.3 0.5 0.1
C 2.3566 0.8537 -1.1415 0.7 1.0 -1.1
C 3.0541 -0.2551 -1.8919 0.4 -0.2 -0.2
C 4.0914 -0.9309 -1.2431 0.1 0.6 -0.4
C 4.6906 -2.0317 -1.8342 -0.1 -0.4 -0.2
C 4.1889 -2.5573 -3.0300 -0.2 0.2 0.1
C 3.1435 -1.8761 -3.6465 -0.4 -0.4 -0.1
F 2.5603 -2.4261 -4.7618 0.7 0.6 0.7
C 2.5923 -0.7044 -3.1368 0.8 -0.1 -0.1
C 0.9059 1.9163 -2.9274 0.4 0.5 -0.6
H 0.8167 5.1606 -4.0786 0.0 -0.2 0.2
H 3.2645 3.4014 -0.9468 -0.5 0.2 -0.4
H 2.9227 1.1708 -0.2404 -0.5 -0.3 -0.5
H 4.4907 -0.4859 -0.3311 -0.1 -0.4 -0.1
H 5.5294 -2.5119 -1.3371 -0.1 0.0 -0.1
H 4.5682 -3.4821 -3.4600 0.0 0.3 0.0
H 1.9268 -0.1208 -3.7674 -0.1 -0.4 0.3
H 0.4444 0.9446 -3.1479 0.0 0.7 0.2
```
Forces are in eV/Å.



Entry 4:
This record from the OMol25 dataset describes a 2-piece molecular cluster, C3H7O3 overall. The level of theory is ωB97M-V with the def2-TZVPD basis set.

Summary:
energy above the lowest of the compared OMol25 structures with the same formula, charge and spin	121.6	kJ/mol
Kohn-Sham gap	8.400	eV
total charge	-1
LUMO energy	4.2	eV
multiplicity	1
highest occupied orbital energy	-0.15571	Eh

XYZ file:
```
13
Properties=species:S:1:pos:R:3:forces:R:3
O 0.4839 2.1393 0.3527 -1.2 -0.3 -0.3
C 0.1999 0.9641 0.0373 0.8 -0.8 -1.5
O -0.6067 0.4847 -0.8671 1.0 1.1 2.1
C 1.2750 -0.0575 0.5978 -0.8 -1.7 0.3
C 0.8302 -1.2283 1.5528 -2.3 3.2 0.5
H 1.7076 -0.4952 -0.3402 0.1 0.4 1.0
H 1.9642 0.4156 1.2574 0.9 1.1 -0.5
H -0.2647 -1.2408 1.6006 -0.1 0.4 0.5
H 0.9479 -2.1341 1.1886 1.2 -4.4 -2.4
H 1.2321 -1.3639 2.5590 0.2 1.0 0.1
H -2.4008 1.3812 -2.1866 0.8 0.9 1.3
H -2.4428 0.1423 -2.8867 -0.5 0.4 -0.2
O -2.9259 0.9927 -2.8656 -0.1 -1.4 -0.9
```
Forces are in eV/Å.



Respective strongest force on any atom values: 1.350; 0.953; 2.382; 5.207 eV/Å.
Respective E_tot values: -7800.81351; -2735.09124; -2027.57022; -344.26391 Ha.